The following is a DFT calculation (the ωB97M-V functional and the def2-TZVPD basis) of a molecular structure, C20H28AsAuBF4N2O in a non-equilibrium geometry.

Properties
E_HOMO: -11.23 eV
electronic energy: -3759.31305 Ha
orbital gap: 4.894 eV

The geometry in ORCA input format:
```
! wB97M-V def2-TZVPD RIJCOSX def2/J DEFGRID3
* xyz 1 1
Au -0.559 0.413 0.326
As -0.211 -2.259 0.836
F 1.491 0.626 3.851
F 1.536 -0.197 1.727
F 1.220 -1.613 3.456
F -0.404 -0.173 2.851
O -1.376 -0.724 -1.758
N -2.098 1.708 -1.063
N 5.538 4.986 -1.843
C 3.473 3.949 -0.746
C 1.625 -2.984 0.909
C -1.960 -4.136 2.393
C 1.090 3.710 -0.607
C -0.971 -3.444 -0.562
C 0.083 2.430 1.255
C 1.220 2.894 0.544
C 4.612 4.515 -1.359
C -3.087 3.827 -1.488
C -2.788 3.703 -2.839
C -2.717 2.802 -0.634
C 3.628 3.112 0.368
C -0.169 -3.555 -1.849
C -2.182 2.543 -3.287
C 1.607 -4.392 1.488
C 2.189 4.228 -1.240
C -1.855 1.561 -2.360
C -1.233 0.251 -2.769
C 2.528 2.589 0.995
C -1.350 -2.740 2.388
B 0.999 -0.327 3.055
H -0.156 0.371 -2.927
H 2.649 1.968 1.866
H -3.034 4.490 -3.535
H 2.083 4.859 -2.111
H -2.935 2.836 0.423
H 0.263 2.103 2.267
H -0.827 2.995 1.124
H -0.748 -2.582 3.281
H 2.623 -4.790 1.468
H -2.145 -1.987 2.401
H 4.620 2.887 0.727
H 0.036 -2.576 -2.278
H 0.100 3.945 -0.973
H 1.282 -4.371 2.528
H 0.779 -4.067 -1.686
H -1.014 -4.428 -0.083
H -1.682 -0.098 -3.706
H 0.968 -5.070 0.918
H -1.199 -4.914 2.441
H -2.576 -4.219 3.290
H 2.260 -2.343 1.515
H -2.609 -4.309 1.534
H 1.994 -2.964 -0.121
H -1.996 -3.128 -0.765
H -0.729 -4.136 -2.581
H -3.595 4.698 -1.112
H -1.971 2.394 -4.334
H -2.321 -0.866 -1.607
*
```

For each atom in turn, the Löwdin charge in e is: Au 0.906; As 1.268; F 0.213; F -0.028; F 0.152; F 0.000; O -0.199; N 0.047; N 0.216; C -0.178; C -0.374; C -0.156; C 0.006; C -0.417; C 0.061; C -0.248; C -0.156; C -0.030; C -0.024; C -0.131; C 0.026; C -0.163; C 0.008; C -0.149; C 0.007; C -0.255; C -0.182; C 0.038; C -0.382; B -1.395; H 0.139; H 0.123; H 0.123; H 0.131; H 0.119; H 0.084; H 0.072; H 0.061; H 0.080; H 0.067; H 0.137; H 0.049; H 0.113; H 0.073; H 0.065; H 0.056; H 0.141; H 0.063; H 0.066; H 0.079; H 0.055; H 0.062; H 0.067; H 0.061; H 0.078; H 0.118; H 0.128; H 0.109

***

The following is a DFT calculation (the ωB97M-V functional and the def2-TZVPD basis) of 2 unconnected molecules or ions with the total composition C6H7N3S in a non-equilibrium geometry.

Properties
E_HOMO (spin up / spin down): -6.65 / -9.92 eV
electronic energy: -795.01459 Ha
orbital gap (spin up / spin down): 7.308 / 7.886 eV

The geometry in ORCA input format:
```
! wB97M-V def2-TZVPD RIJCOSX def2/J DEFGRID3
* xyz 0 3
S -1.702 0.414 -1.585
N -0.381 -1.792 -1.995
N -0.038 -1.420 -0.798
N 1.729 0.909 0.001
C -1.263 -1.033 -2.572
C 2.122 -0.031 -0.639
C -0.776 1.402 1.629
C -0.722 -0.367 -0.305
C -0.388 0.250 0.827
C 0.042 0.282 2.162
H -1.934 1.410 1.838
H -1.821 -1.285 -3.464
H -0.146 -0.511 2.968
H 1.317 -0.842 -0.871
H 1.128 0.569 2.447
H 3.073 -0.263 -1.145
H -0.241 2.308 1.504
*
```

For each atom in turn, the Löwdin charge in e is: S 0.997; N -0.048; N -0.083; N 0.120; C -0.398; C -0.165; C -0.092; C -0.556; C -0.328; C -0.144; H 0.155; H 0.064; H 0.137; H 0.037; H 0.134; H 0.076; H 0.094

***

The following is a DFT calculation (the ωB97M-V functional and the def2-TZVPD basis) of 6 unconnected molecules or ions with the total composition C37H46N6O13P2Si in a non-equilibrium geometry.

Properties
SMILES: CCC[C@@H](C)[Si@@H](CNC)PP(=O)(O)O.O=[N+]([O-])c1ccccc1.O=[N+]([O-])c1ccccc1.O=[N+]([O-])c1ccccc1.O=[N+]([O-])c1ccccc1.O=[N+]([O-])c1ccccc1
E_HOMO: -8.61 eV
electronic energy: -3715.95914 Ha
orbital gap: 7.794 eV

The geometry in ORCA input format:
```
! wB97M-V def2-TZVPD RIJCOSX def2/J DEFGRID3
* xyz 0 1
P -1.528 -5.687 -3.858
P -0.739 -7.221 -2.506
Si -2.079 -4.028 -2.495
O 4.557 -0.828 0.075
O 3.801 1.173 0.228
O 8.931 2.351 1.377
O 9.643 2.756 3.360
O 0.082 -6.647 -1.367
O -2.057 -7.977 -1.836
O 3.120 2.898 6.739
O -3.254 1.959 -3.259
O 4.110 3.393 4.903
O -11.348 -0.543 1.099
O -4.323 1.490 -1.461
O 0.087 -8.392 -3.340
O -10.771 -1.832 2.713
N 9.484 3.052 2.193
N -4.172 -2.142 -1.980
N 3.114 3.184 5.562
N -10.607 -1.356 1.611
N 4.549 0.280 0.570
N -4.280 1.803 -2.633
C 10.263 5.973 0.009
C -5.545 2.012 -3.337
C -9.437 -1.786 0.848
C -0.711 -2.671 -2.422
C -0.571 3.208 4.986
C 9.798 4.734 0.426
C -7.205 -2.566 -0.578
C 1.819 3.286 4.891
C 5.481 1.802 2.258
C 10.653 5.169 2.647
C 6.378 -0.434 2.053
C -8.578 -2.731 1.392
C 0.545 3.702 2.908
C 5.494 0.556 1.649
C 0.448 -3.281 -1.560
C -0.626 3.517 3.632
C -7.928 2.450 -4.660
C 6.361 2.056 3.298
C 1.566 -2.264 -1.191
C -6.724 2.571 -5.344
C 1.776 3.588 3.537
C -5.525 2.352 -4.682
C -7.457 -3.120 0.672
C -9.200 -1.233 -0.403
C 0.656 3.089 5.622
C -8.076 -1.628 -1.114
C -3.857 -2.335 -0.562
C -6.742 1.878 -2.647
C -3.806 -3.288 -2.835
C 7.258 -0.171 3.093
C -0.298 -2.385 -3.911
C 9.994 4.347 1.744
C 10.919 6.808 0.906
C 7.246 1.071 3.717
C -7.937 2.101 -3.315
C 2.252 -2.786 0.120
C 11.117 6.405 2.221
H -0.391 -5.303 -4.617
H -3.829 -1.263 -2.336
H -7.875 -1.200 -2.089
H 3.279 -2.398 0.238
H -6.778 -3.853 1.087
H -6.327 -2.864 -1.136
H 4.796 2.574 1.938
H 0.499 3.939 1.853
H 6.390 -1.403 1.574
H 1.151 -1.249 -1.069
H -8.877 2.006 -2.786
H 7.951 -0.935 3.420
H -1.154 -1.757 -1.985
H 0.513 -3.087 -4.184
H -2.432 -7.308 -1.253
H 10.808 4.863 3.672
H 2.286 -2.244 -2.027
H 2.253 -3.893 0.102
H 10.111 6.289 -1.014
H 9.289 4.089 -0.276
H -6.721 2.840 -6.392
H -8.863 2.629 -5.177
H -4.592 2.451 -5.219
H -4.542 -1.671 0.008
H -0.033 -3.692 -0.650
H 0.693 2.848 6.675
H 0.837 -4.160 -2.110
H 1.578 -2.490 0.948
H -1.485 3.063 5.546
H 11.631 7.057 2.916
H -4.070 -3.353 -0.196
H -3.826 -2.933 -3.888
H -2.136 -4.624 -1.135
H 6.355 3.021 3.785
H -1.586 3.614 3.139
H 0.090 -1.364 -4.060
H -8.767 -3.163 2.365
H -9.873 -0.501 -0.827
H -6.758 1.607 -1.601
H -2.839 -1.992 -0.278
H 2.683 3.736 2.968
H 0.987 -8.082 -3.456
H -4.598 -4.057 -2.735
H 7.927 1.271 4.532
H 11.276 7.777 0.579
H -1.153 -2.513 -4.609
*
```

Atom charges from the Löwdin analysis, given in e for atoms 1 to 99: P 0.628; P 0.294; Si 0.441; O 0.049; O 0.075; O 0.090; O 0.071; O -0.386; O -0.196; O 0.087; O 0.079; O 0.067; O 0.076; O 0.071; O -0.183; O 0.081; N -0.339; N -0.174; N -0.349; N -0.362; N -0.341; N -0.361; C -0.065; C -0.148; C -0.149; C -0.450; C -0.066; C 0.000; C -0.073; C -0.144; C -0.003; C -0.001; C 0.002; C 0.000; C -0.060; C -0.145; C -0.275; C -0.069; C -0.068; C -0.082; C -0.236; C -0.064; C 0.002; C -0.001; C -0.058; C -0.004; C -0.002; C -0.059; C -0.172; C -0.007; C -0.353; C -0.059; C -0.145; C -0.143; C -0.072; C -0.083; C -0.066; C -0.104; C -0.066; H -0.115; H 0.084; H 0.104; H 0.035; H 0.108; H 0.075; H 0.109; H 0.110; H 0.118; H 0.106; H 0.108; H 0.110; H 0.095; H 0.064; H 0.048; H 0.119; H 0.105; H 0.074; H 0.108; H 0.120; H 0.109; H 0.109; H 0.120; H 0.077; H 0.088; H 0.119; H 0.094; H 0.077; H 0.108; H 0.108; H 0.076; H 0.079; H -0.009; H 0.102; H 0.108; H 0.074; H 0.119; H 0.114; H 0.118; H 0.078

***

The following is a DFT calculation (the ωB97M-V functional and the def2-TZVPD basis) of 2 unconnected molecules or ions with the total composition C4H4F2 in a non-equilibrium geometry.

Properties
E_HOMO (spin up / spin down): -5.79 / -11.00 eV
electronic energy: -354.21960 Ha
orbital gap (spin up / spin down): 6.470 / 10.416 eV

The geometry in ORCA input format:
```
! wB97M-V def2-TZVPD RIJCOSX def2/J DEFGRID3
* xyz 0 3
F 2.003 1.962 0.022
F 1.939 -1.654 0.074
C 1.308 -0.537 -0.083
C 1.281 0.824 -0.033
C 0.037 0.151 -0.121
C -1.265 -0.108 0.561
H -1.498 -1.169 0.865
H -1.440 0.738 1.302
H -0.335 -0.284 -2.275
H -2.030 0.077 -0.311
*
```

For each atom in turn, the Löwdin charge in e is: F 0.093; F 0.152; C -0.161; C -0.104; C -0.259; C -0.104; H 0.086; H 0.087; H 0.131; H 0.078